49
Properties=species:S:1:pos:R:3 method="wB97M-V/def2-TZVPD" total_energy_ha=-3610.3281 lumo_ev="-1.3 / -1.5" homo_energy_ev="-4.907 / -8.127" total_charge=0 multiplicity=9
Cr -2.08941 -0.06855 1.57617
Cr -0.03158 -0.27035 -1.61498
C 0.09689 0.04449 0.66276
O -1.07436 0.22837 -0.09423
O -0.17925 -0.38169 1.79650
O 1.08020 -0.39238 -0.02355
C 0.14707 -2.39428 -2.75183
O -0.73139 -2.11936 -1.84517
O 0.94531 -1.33012 -2.91078
O -0.17155 -3.27737 -3.58462
O -0.41252 -2.26337 3.81493
H -0.42646 -1.67565 3.06597
H -0.45995 -1.63733 4.57369
O -0.06565 3.38991 0.58894
H 0.69567 2.83499 0.79847
H 0.01745 4.13483 1.14541
O 2.76639 -2.82699 -1.76903
H 2.32356 -2.64053 -0.94669
H 2.30400 -2.39029 -2.51193
O -3.98610 0.21530 0.73365
H -4.00940 0.49537 -0.17643
H -4.91161 0.32690 1.09375
O 1.25840 1.36486 -2.02085
H 0.94243 2.23913 -2.08969
H 1.97498 1.33248 -2.59470
O -2.04049 1.89848 1.80810
H -2.83438 2.30250 2.20307
H -1.52348 2.57251 1.39027
O -1.48655 0.37774 -3.03262
H -1.22288 1.14530 -3.60418
H -1.85663 -0.28174 -3.62081
O 3.57414 0.11523 -0.68938
H 2.62470 -0.02979 -0.57094
H 3.89093 -0.37937 0.04610
O 2.29277 -0.28720 2.83316
H 2.72239 -0.91673 2.20098
H 1.39629 -0.23994 2.49527
O -2.51669 -2.09362 1.02431
H -2.02262 -2.71664 0.51470
H -3.41049 -2.33887 0.74746
O 1.32271 -2.81454 0.76201
H 1.46301 -3.14775 1.63981
H 1.06219 -1.90203 0.92482
O -1.71716 2.75963 -1.38035
H -1.14861 2.86014 -0.60076
H -1.76695 3.61767 -1.75917
O 2.26257 2.14189 0.93201
H 2.33136 1.48376 0.28049
H 2.60078 2.93501 0.53989